Record 1
DFT (ωB97M-V with the def2-TZVPD basis set) results for 2 unconnected molecules or ions with the total composition C4H6N2.

```
! RIJCOSX wB97M-V def2-TZVPD def2/J DEFGRID3
* xyz 0 1
N -0.299 -0.619 0.470
N 1.076 1.614 -0.988
C -0.772 0.593 0.532
C 1.491 0.478 -1.052
C -1.423 -0.269 -0.442
C 1.509 -0.829 -0.777
H 0.157 1.481 -0.304
H -1.213 -0.118 -1.503
H -0.950 1.235 1.387
H -2.356 -0.785 -0.226
H 1.070 -1.538 -1.472
H 2.238 -1.195 -0.061
*
```

The calculated total energy is -265.3498 Eh. The calculation puts the LUMO energy at 0.7 eV. Its SMILES is C1=NC1.C=C=N.

Record 2
DFT (ωB97M-V with the def2-TZVPD basis set) results for C5H11N in the gas phase in a non-equilibrium geometry.

```
! RIJCOSX wB97M-V def2-TZVPD def2/J DEFGRID3
* xyz 0 1
N -1.241 0.091 -0.438
C -2.614 -0.040 0.010
C 2.504 -0.410 0.446
C -0.386 1.067 0.237
C 1.263 -0.559 -0.439
C 0.096 -0.294 0.535
H -2.610 -0.410 1.037
H -3.165 -0.727 -0.636
H -0.980 1.564 1.006
H 2.507 0.572 0.936
H 0.133 1.775 -0.418
H 3.438 -0.509 -0.117
H 2.481 -1.167 1.235
H -3.108 0.940 -0.030
H -0.930 -0.483 -1.190
H 1.350 0.156 -1.289
H 1.262 -1.566 -0.883
*
```

The calculated total energy is -251.7195 Eh. The calculation puts the LUMO energy at 1.0 eV.

Record 3
DFT (ωB97M-V with the def2-TZVPD basis set) results for 2 unconnected molecules or ions with the total composition C9H14O2 in a non-equilibrium geometry.

```
! RIJCOSX wB97M-V def2-TZVPD def2/J DEFGRID3
* xyz 0 1
O 2.673 -2.106 -1.393
O -1.134 -2.752 -0.029
C -0.789 -0.992 1.632
C -1.510 2.700 1.248
C -1.319 1.252 0.922
C -1.320 -1.448 0.449
C -1.726 -0.585 -0.589
C -0.869 0.386 1.909
C 2.619 0.384 -1.572
C -1.717 0.791 -0.302
C 2.175 -0.895 -0.841
H -0.625 3.318 1.021
H -0.449 -1.697 2.386
H 2.647 -0.937 0.143
H -2.269 3.267 0.696
H 1.083 -1.007 -0.730
H -1.987 1.272 -1.251
H -1.728 2.912 2.306
H -0.519 0.819 2.837
H 3.705 0.361 -1.652
H 2.319 0.193 -2.616
H 2.405 1.345 -1.117
H -2.197 -1.010 -1.455
H 2.364 -2.207 -2.283
H -1.830 -3.363 0.282
*
```

The calculated total energy is -501.7664 Eh. The calculation puts the LUMO energy at 0.8 eV. Its SMILES is Cc1ccc(O)cc1.CCO.

Record 4
DFT (ωB97M-V with the def2-TZVPD basis set) results for 2 unconnected molecules or ions with the total composition C3H10O2 in a non-equilibrium geometry.

```
! RIJCOSX wB97M-V def2-TZVPD def2/J DEFGRID3
* xyz 0 1
O 1.358 -0.167 -3.390
O -1.083 0.664 0.395
C -0.423 -1.018 1.912
C 0.818 0.314 -2.106
C -0.659 0.465 1.748
H -0.192 0.650 -2.329
H -0.399 -1.276 2.966
H 0.796 -0.524 -1.424
H 1.449 1.167 -1.869
H 0.161 1.151 1.949
H 1.717 -1.024 -3.253
H 0.478 -1.265 1.357
H -1.492 0.806 2.374
H -1.220 1.566 0.156
H -1.310 -1.508 1.514
*
```

The calculated total energy is -270.7330 Eh. The calculation puts the LUMO energy at 0.8 eV. Its SMILES is CCO.CO.

Record 5
DFT (ωB97M-V with the def2-TZVPD basis set) results for 2 unconnected molecules or ions with the total composition C3H12N2O in a non-equilibrium geometry.

```
! RIJCOSX wB97M-V def2-TZVPD def2/J DEFGRID3
* xyz 0 1
O -0.057 3.253 0.088
N 0.480 -0.388 2.435
N -0.254 -1.696 -2.250
C -0.358 -0.577 -1.273
C 0.177 0.110 1.078
C -0.307 -1.031 0.179
H -0.293 -0.533 3.086
H -0.675 -1.382 -3.104
H 1.176 0.334 0.720
H -1.255 0.042 -1.366
H -0.587 0.889 1.091
H -0.363 2.457 -0.334
H -1.220 -1.510 0.537
H 0.547 0.022 -1.454
H 0.837 3.348 -0.266
H 0.939 0.375 2.920
H 0.733 -1.925 -2.325
H 0.480 -1.788 0.237
*
```

The calculated total energy is -306.2183 Eh. The calculation puts the LUMO energy at 0.8 eV. Its SMILES is NCCCN.O.

Record 6
DFT (ωB97M-V with the def2-TZVPD basis set) results for C22H18N2O5S in the gas phase in a non-equilibrium geometry.

```
! RIJCOSX wB97M-V def2-TZVPD def2/J DEFGRID3
* xyz 0 1
S 1.669 -2.419 -4.007
O -6.258 -1.108 -1.325
O -6.073 1.049 -1.611
O 0.470 -0.483 -5.150
O 2.162 -1.650 2.381
O -0.790 2.333 -2.061
N -5.561 -0.077 -1.363
N 0.537 -0.292 -2.810
C 0.899 -0.672 -1.519
C 2.777 -1.276 0.027
C 3.480 -1.878 2.769
C 1.848 -1.329 1.100
C -0.621 2.560 0.324
C 0.232 3.824 2.708
C 0.842 -0.959 -3.953
C 0.494 -0.954 0.865
C 2.265 -0.941 -1.254
C 0.012 -0.701 -0.417
C 3.762 -3.391 2.641
C -3.688 -1.470 -0.722
C 0.213 3.710 0.289
C -1.036 2.095 1.600
C 0.635 4.313 1.470
C -4.176 -0.216 -1.084
C -1.436 -0.512 -0.624
C -2.309 -1.614 -0.482
C -3.337 0.878 -1.184
C -1.072 1.887 -0.954
C -0.577 2.719 2.787
C -1.963 0.735 -0.948
H -1.854 -2.568 -0.207
H 3.581 -1.589 3.821
H -4.274 -2.381 -0.624
H 1.330 5.184 1.475
H 3.133 -3.928 3.365
H 4.819 -3.573 2.854
H -1.699 1.279 1.718
H -0.159 0.442 -2.906
H 0.593 4.123 -0.648
H -3.680 1.853 -1.449
H -0.876 2.348 3.753
H 4.140 -1.262 2.160
H 0.792 -1.131 -5.808
H 3.813 -1.549 0.151
H 0.588 4.339 3.616
H -0.204 -1.003 1.681
H 3.575 -3.788 1.629
H 2.981 -0.957 -2.071
*
```

The calculated total energy is -1732.9491 Eh. The calculation puts the LUMO energy at -1.1 eV. Its SMILES is CCOc1ccc(NC(O)=S)c(-c2ccc([N+](=O)[O-])cc2C(=O)c2ccccc2)c1.

Record 7
DFT (ωB97M-V with the def2-TZVPD basis set) results for 2 unconnected molecules or ions with the total composition C5H8O.

```
! RIJCOSX wB97M-V def2-TZVPD def2/J DEFGRID3
* xyz 0 1
O -1.522 -1.224 1.818
C -1.919 -1.226 0.680
C -0.233 0.487 -1.317
C 1.008 0.852 -0.554
C -0.400 1.330 -0.349
C 1.687 -0.107 0.410
H -0.649 -0.096 -2.126
H -2.769 -0.597 0.348
H 2.375 -0.777 -0.120
H 0.956 -0.719 0.950
H -1.053 1.953 0.245
H 1.710 1.542 -1.035
H -1.463 -1.862 -0.104
H 2.274 0.445 1.154
*
```

The calculated total energy is -270.4221 Eh. The calculation puts the LUMO energy at 0.9 eV. Its SMILES is CC1C=C1.C=O.

Record 8
DFT (ωB97M-V with the def2-TZVPD basis set) results for a molecular structure, C34H50NP2Y.

```
! RIJCOSX wB97M-V def2-TZVPD def2/J DEFGRID3
* xyz 2 1
Y -0.212 -0.497 -0.432
P 1.725 -0.676 1.621
P -1.050 1.822 -1.798
N -0.641 1.008 1.038
C -1.107 -3.127 -0.134
C -0.528 -0.247 5.059
C 0.537 -0.524 4.218
C -0.500 3.258 -4.257
C 0.570 1.022 -3.876
C 0.495 -0.163 2.869
C -1.662 0.379 4.556
C -0.434 3.296 1.933
C -0.092 -2.758 -2.263
C -2.860 2.006 -2.146
C -3.721 -1.613 -2.463
C -2.402 -2.055 -1.902
C 0.001 -3.315 -0.982
C 2.332 -4.175 -1.541
C -0.331 4.660 1.720
C -3.585 1.580 -0.861
C 1.199 -4.126 -0.522
C -0.620 4.333 -0.622
C 0.745 -5.541 -0.147
C 1.917 -3.253 2.748
C 2.908 0.695 1.224
C -0.740 2.958 -0.423
C 3.029 1.741 2.326
C -3.334 3.402 -2.542
C -0.628 0.529 2.384
C 3.798 -1.658 3.347
C -1.709 0.767 3.230
C 2.762 -2.053 2.291
C -0.413 5.194 0.441
C -0.634 2.410 0.871
C -2.277 -2.509 -0.580
C 2.534 1.319 -0.124
C -1.262 -2.137 -2.708
C 0.061 2.302 -3.206
H 1.015 -3.393 2.148
H -0.474 -0.520 6.102
H -1.309 -1.781 -3.729
H 0.268 3.457 -5.003
H -3.129 -2.447 0.088
H 1.617 1.908 -0.049
H 1.296 1.261 -4.653
H -3.969 -0.591 -2.186
H -0.170 5.313 2.566
H 3.336 -1.302 4.267
H -3.082 4.132 -1.775
H 3.796 2.471 2.066
H 3.869 0.185 1.104
H 0.325 -6.049 -1.015
H 1.582 -3.645 0.382
H -4.421 3.386 -2.631
H 2.017 -4.659 -2.466
H -0.322 6.257 0.278
H 4.488 -0.895 2.995
H 3.311 -2.359 1.391
H -0.345 2.917 2.941
H -0.802 4.214 -3.836
H 0.736 -2.854 -2.951
H -2.503 0.581 5.205
H -3.255 0.608 -0.478
H 2.510 -4.165 2.684
H -3.080 1.299 -2.955
H 2.435 0.553 -0.914
H 1.072 0.352 -3.163
H -3.716 -1.679 -3.550
H -3.409 2.316 -0.074
H -4.517 -2.253 -2.085
H -0.248 0.472 -4.347
H 2.725 -3.185 -1.781
H -2.570 1.295 2.838
H -1.078 -3.516 0.878
H 1.598 -6.121 0.203
H 3.155 -4.762 -1.137
H -1.354 2.821 -4.774
H 0.902 2.787 -2.695
H 3.315 1.999 -0.466
H 1.409 -1.009 4.624
H -2.932 3.737 -3.494
H -4.659 1.532 -1.038
H -0.688 4.735 -1.623
H 3.303 1.292 3.279
H 4.390 -2.538 3.598
H 1.601 -3.147 3.780
H -0.004 -5.541 0.644
H 2.088 2.274 2.459
*
```

The calculated total energy is -2100.9528 Eh. The calculation puts the LUMO energy at -6.2 eV.